1.
Below is C17H19BrO3 in the gas phase, with properties calculated with wB97M-V/def2-TZVPD.

Results
E_HOMO = -7.74 eV
SMILES = COc1cc(C)ccc1OCCCOc1ccccc1Br

The geometry in XYZ format:
```
40
Properties=species:S:1:pos:R:3:forces:R:3
C 2.7728 0.9185 1.0155 0.1 0.1 0.2
O 1.8330 0.2682 0.2009 -0.4 -0.4 0.0
C 1.0492 -0.6980 0.7712 0.1 0.1 -0.3
C 1.0094 -0.9935 2.1204 0.1 0.1 -0.1
C 0.1876 -2.0042 2.6156 -0.1 -0.2 -0.1
C 0.1311 -2.2673 4.0902 -0.1 0.1 0.0
C -0.5753 -2.7343 1.7261 0.1 0.1 0.2
C -0.5479 -2.4543 0.3669 0.1 0.1 -0.3
C 0.2372 -1.4278 -0.1234 0.1 0.1 0.0
O 0.3163 -1.0349 -1.4280 0.1 0.1 0.3
C -0.5887 -1.5558 -2.3771 -0.1 -0.2 -0.4
C -0.7606 -0.4867 -3.4598 -0.1 0.0 0.5
C -1.9225 0.4568 -3.1148 0.2 -0.1 -0.5
O -2.0175 0.7418 -1.7386 0.1 0.1 0.2
C -1.1317 1.5698 -1.1356 0.0 0.1 0.3
C -0.1793 2.3612 -1.7647 -0.2 -0.1 -0.2
C 0.6234 3.2101 -1.0222 0.0 0.1 0.0
C 0.4946 3.2887 0.3516 0.1 0.1 0.0
C -0.4410 2.4977 0.9977 0.0 0.0 -0.1
C -1.2347 1.6508 0.2555 -0.3 -0.2 0.0
Br -2.5272 0.5606 1.1119 0.1 0.1 0.1
H 3.3185 1.5905 0.3548 0.0 0.0 0.1
H 2.2910 1.5055 1.8043 0.0 0.0 0.0
H 3.4718 0.2070 1.4688 0.0 0.0 0.0
H 1.6141 -0.4332 2.8166 0.1 0.1 0.0
H -0.2403 -3.2690 4.2898 0.0 -0.1 0.1
H 1.1141 -2.1580 4.5439 0.0 0.0 0.1
H -0.5424 -1.5551 4.5677 0.0 0.0 0.1
H -1.2080 -3.5317 2.0849 -0.1 -0.1 0.1
H -1.1491 -3.0522 -0.2995 0.0 0.0 -0.1
H -1.5602 -1.7732 -1.9193 0.1 0.0 0.0
H -0.1811 -2.4823 -2.8048 -0.1 0.1 0.1
H -0.9626 -0.9469 -4.4266 0.0 0.0 -0.1
H 0.1802 0.0614 -3.5217 0.0 0.0 -0.1
H -2.8723 -0.0384 -3.3392 0.1 0.1 0.0
H -1.8655 1.3791 -3.7063 -0.1 -0.1 0.1
H -0.0592 2.3225 -2.8356 0.0 0.0 -0.1
H 1.3574 3.8171 -1.5308 0.1 0.1 -0.1
H 1.1205 3.9569 0.9229 0.1 0.1 0.0
H -0.5554 2.5327 2.0707 0.0 0.0 0.1
```
Positions in Å, forces in eV/Å.

---

2.
Below is C17H19ClN2OS2 in the gas phase, with properties calculated with wB97M-V/def2-TZVPD.

Results
E_HOMO = -8.07 eV
SMILES = COc1ccc(Cl)cc1NC(=S)NCCSc1ccc(C)cc1

The geometry in XYZ format:
```
42
Properties=species:S:1:pos:R:3:forces:R:3
C 3.7879 2.6849 2.8615 0.2 0.2 0.1
O 2.9833 1.5773 2.5312 -0.2 -0.3 -0.3
C 2.7818 1.2861 1.2149 -0.1 -0.1 -0.1
C 3.2791 2.0158 0.1487 0.0 0.0 0.3
C 3.0191 1.6283 -1.1586 -0.1 -0.2 -0.1
C 2.2828 0.4842 -1.3915 0.1 0.2 0.2
Cl 1.9895 -0.0392 -3.0120 0.0 -0.1 -0.3
C 1.7787 -0.2705 -0.3423 0.1 0.1 0.1
C 1.9950 0.1375 0.9678 0.1 0.3 -0.3
N 1.5228 -0.5593 2.0738 0.3 0.1 0.2
C 0.3457 -1.2223 2.2511 -0.1 -0.2 -0.1
S 0.0724 -1.9715 3.6976 -0.1 -0.2 0.7
N -0.5267 -1.2510 1.2209 0.5 0.2 -0.1
C -1.8864 -1.6985 1.3788 -0.3 -0.2 0.1
C -2.8091 -0.5673 1.8273 0.2 0.3 -0.4
S -2.5470 0.9592 0.8485 -0.2 0.0 0.1
C -2.6116 0.3369 -0.8198 0.0 0.2 0.5
C -1.6244 0.7386 -1.7104 -0.1 0.0 0.1
C -1.6441 0.2792 -3.0125 -0.1 -0.1 -0.1
C -2.6341 -0.5956 -3.4463 0.1 0.0 0.0
C -2.6465 -1.0875 -4.8605 0.0 0.1 0.0
C -3.6191 -0.9817 -2.5456 0.0 0.0 0.0
C -3.6196 -0.5153 -1.2441 0.0 0.0 -0.1
H 4.8026 2.5737 2.4675 0.0 0.0 0.0
H 3.8224 2.7056 3.9494 0.0 0.0 -0.1
H 3.3519 3.6192 2.4958 0.0 0.0 0.0
H 3.8683 2.9023 0.3175 0.1 0.1 0.1
H 3.4014 2.2096 -1.9816 0.0 0.0 -0.1
H 1.2570 -1.1902 -0.5513 -0.1 -0.1 0.0
H 2.0447 -0.4064 2.9282 -0.2 -0.1 -0.1
H -0.4087 -0.5330 0.5155 0.0 -0.1 0.0
H -1.8983 -2.4910 2.1314 0.0 0.1 -0.2
H -2.2198 -2.1025 0.4184 0.0 0.0 0.1
H -3.8551 -0.8646 1.7716 0.0 -0.1 0.1
H -2.5744 -0.2658 2.8478 0.0 0.0 0.0
H -0.8480 1.4125 -1.3778 0.1 0.0 0.0
H -0.8718 0.5940 -3.6983 0.1 0.0 -0.1
H -3.1115 -0.3438 -5.5084 0.0 0.0 -0.1
H -1.6330 -1.2548 -5.2184 0.0 0.0 -0.1
H -3.2110 -2.0126 -4.9474 0.0 -0.1 -0.1
H -4.4028 -1.6534 -2.8658 -0.1 -0.1 -0.1
H -4.4034 -0.8139 -0.5641 -0.1 0.0 0.1
```
Positions in Å, forces in eV/Å.

---

| no. | electronic energy (Eh) |
| --- | --- |
| 1 | -3458.90001 |
| 2 | -2100.54229 |